# 1
Density functional theory data (ωB97M-V/def2-TZVPD) for a 8-piece molecular cluster, H16O8 overall.

Geometry (Å):
O  -1.39  15.47  42.93
H  -1.18  14.57  42.69
H  -2.22  15.68  42.46
O  -3.49  18.81  41.51
H  -4.27  19.36  41.44
H  -3.80  17.98  41.93
O  -0.43  15.68  38.43
H  0.27  16.34  38.33
H  -1.21  16.19  38.75
O  -4.16  16.26  42.67
H  -4.62  16.09  43.50
H  -4.54  15.63  42.02
O  -2.56  18.82  36.43
H  -1.71  18.96  36.01
H  -2.64  17.85  36.51
O  -2.58  15.86  36.27
H  -2.19  15.33  35.57
H  -1.99  15.75  37.03
O  -4.51  14.71  40.24
H  -3.86  14.48  39.55
H  -5.23  14.09  40.10
O  -2.56  17.14  39.34
H  -3.26  16.64  39.77
H  -2.60  18.01  39.77

## Properties
E: -611.5232 hartree
HOMO: -10.60 eV
SMILES: O.O.O.O.O.O.O.O
Spin multiplicity: 1
LUMO energy: -0.05 eV

natural (NBO) population analysis, charges in e, atoms 1 to 4: -0.950, 0.461, 0.482, -0.978

---

# 2
Density functional theory data (ωB97M-V/def2-TZVPD) for a 8-piece molecular cluster, H16O8 overall.

Geometry (Å):
H  -0.89  1.09  -0.87
H  -0.05  -0.19  -0.36
H  -2.42  -1.04  3.03
H  -1.61  -1.94  3.92
H  -4.03  1.18  -1.16
H  -3.91  2.61  -1.65
H  -2.32  1.87  2.80
H  -3.77  1.57  2.46
H  2.21  2.60  1.40
H  0.71  3.07  0.98
H  3.46  -1.57  -2.18
H  3.91  -2.41  -1.02
H  1.19  -0.46  -4.61
H  2.37  0.24  -5.10
H  1.47  -2.79  2.88
H  0.56  -3.90  2.98
O  -0.50  0.28  -1.13
O  -1.48  -1.45  3.13
O  -3.41  1.89  -1.33
O  -2.95  1.90  2.06
O  1.65  2.83  0.67
O  4.21  -1.67  -1.63
O  1.45  -0.05  -5.43
O  1.42  -3.71  3.22

## Properties
E: -611.4494 hartree
HOMO: -10.99 eV
SMILES: O.O.O.O.O.O.O.O
Spin multiplicity: 1
LUMO energy: -0.14 eV

natural (NBO) population analysis, charges in e, atoms 1 to 4: 0.485, 0.474, 0.470, 0.465

---

# 3
Density functional theory data (ωB97M-V/def2-TZVPD) for a 8-piece molecular cluster, H16O8 overall.

Geometry (Å):
O  -0.44  -0.13  0.17
H  0.35  0.16  -0.28
H  -0.22  -1.04  0.38
O  -2.64  1.08  -1.05
H  -1.85  0.92  -0.54
H  -3.09  1.77  -0.58
O  -0.62  1.19  2.50
H  -1.57  1.39  2.50
H  -0.40  0.68  1.71
O  1.58  1.62  -0.47
H  1.83  1.99  0.40
H  2.35  1.14  -0.73
O  -2.06  -1.78  -1.33
H  -1.37  -2.44  -1.36
H  -1.90  -1.09  -0.70
O  0.79  -2.62  0.61
H  1.19  -3.19  1.28
H  0.29  -3.16  -0.01
O  -0.43  2.56  -2.44
H  -0.83  1.73  -2.63
H  -0.21  2.55  -1.50
O  3.05  -0.71  1.36
H  3.80  -1.28  1.56
H  2.39  -1.34  1.15

## Properties
E: -611.4945 hartree
HOMO: -10.50 eV
SMILES: O.O.O.O.O.O.O.O
Spin multiplicity: 1
LUMO energy: -0.39 eV

natural (NBO) population analysis, charges in e, atoms 1 to 4: -0.995, 0.510, 0.501, -0.951

---

# 4
Density functional theory data (ωB97M-V/def2-TZVPD) for a 8-piece molecular cluster, H16O8 overall.

Geometry (Å):
H  1.30  -0.68  0.11
H  0.30  0.42  0.47
H  -0.84  2.37  2.08
H  -1.58  1.08  2.43
H  -2.18  -0.82  3.53
H  -3.57  -1.04  2.94
H  1.35  -3.83  -2.03
H  2.07  -3.33  -0.79
H  -1.60  -2.86  -1.02
H  -1.78  -3.47  -2.40
H  -3.05  3.03  -2.08
H  -3.42  1.60  -2.43
H  0.23  3.88  -1.42
H  1.56  3.16  -1.39
H  5.68  0.77  0.86
H  5.41  -0.71  1.06
O  0.84  0.09  -0.26
O  -1.17  1.55  1.69
O  -2.89  -1.47  3.47
O  1.31  -3.15  -1.35
O  -1.35  -2.74  -1.95
O  -2.80  2.12  -1.91
O  1.07  3.86  -0.95
O  5.12  0.16  1.35

## Properties
E: -611.4686 hartree
HOMO: -10.37 eV
SMILES: O.O.O.O.O.O.O.O
Spin multiplicity: 1
LUMO energy: 0.35 eV

natural (NBO) population analysis, charges in e, atoms 1 to 4: 0.461, 0.482, 0.480, 0.456

---

# 5
Density functional theory data (ωB97M-V/def2-TZVPD) for a 8-piece molecular cluster, H16O8 overall.

Geometry (Å):
O  -4.82  1.48  1.62
H  -4.05  1.04  1.99
H  -5.47  0.78  1.52
O  -2.98  -1.25  5.28
H  -2.96  -1.27  4.33
H  -3.21  -2.14  5.54
O  3.85  0.73  2.34
H  3.35  0.34  1.62
H  4.05  1.62  2.04
O  -3.10  -2.35  1.42
H  -2.82  -2.63  0.55
H  -3.18  -3.17  1.92
O  0.39  -0.23  0.01
H  -0.47  -0.51  0.34
H  0.43  -0.60  -0.87
O  1.83  -0.97  -3.78
H  1.90  -0.85  -4.72
H  2.20  -1.84  -3.62
O  4.76  1.98  -2.36
H  4.21  1.23  -2.60
H  5.63  1.77  -2.71
O  0.14  2.67  -3.22
H  -0.36  2.18  -3.88
H  0.66  1.99  -2.78

## Properties
E: -611.4772 hartree
HOMO: -11.14 eV
SMILES: O.O.O.O.O.O.O.O
Spin multiplicity: 1
LUMO energy: -0.13 eV

natural (NBO) population analysis, charges in e, atoms 1 to 4: -0.934, 0.468, 0.466, -0.932

---

# 6
Density functional theory data (ωB97M-V/def2-TZVPD) for H16O8Tl as an isolated structure.

Geometry (Å):
Tl  0.68  -0.01  -0.08
O  0.25  1.98  0.07
H  0.62  2.55  -0.60
H  -0.42  2.52  0.49
O  1.87  -0.96  1.31
H  1.72  -1.57  2.04
H  2.68  -1.27  0.91
O  -0.32  0.83  -1.62
H  -1.18  0.89  -2.02
H  0.17  1.56  -1.98
O  -1.15  0.70  0.31
H  -1.92  0.51  -0.23
H  -1.46  0.63  1.21
O  0.88  -0.54  -1.99
H  0.65  -0.18  -2.85
H  1.38  -1.33  -2.19
O  -0.74  -1.04  -0.97
H  -1.54  -1.14  -0.46
H  -0.79  -1.73  -1.64
O  -0.52  -1.23  1.04
H  -0.54  -1.20  1.99
H  -1.03  -2.01  0.80
O  0.34  0.62  1.78
H  0.45  1.41  2.31
H  -0.10  0.00  2.36

## Properties
E: -782.1762 hartree
HOMO: -23.14 eV
Net charge: +3
Spin multiplicity: 1
LUMO energy: -12.68 eV

Löwdin population analysis, charges in e, atoms 1 to 4: 0.980, -0.027, 0.140, 0.164

---

Result set for frontier orbital gap: 10.55; 10.85; 10.11; 10.73; 11.00; 10.45 eV, one per record in the order listed.